# 1
{"formula": "C2H5ClOS", "method": "ωB97M-V/def2-TZVPD", "symbols": ["C", "C", "O", "S", "Cl", "H", "H", "H", "H", "H"], "xyz": [[0.8255, 0.1910, 0.7107], [-0.5948, 0.1174, 0.1455], [-0.7960, -1.2020, -0.2701], [-0.9384, 1.3250, -1.2026], [2.1565, 0.1067, -0.5363], [0.7737, -0.6299, 1.3372], [0.9920, 1.0213, 1.2980], [-1.2312, 0.4409, 0.9786], [0.1048, -1.6359, -0.3715], [-1.2922, 0.2656, -2.0895]], "forces_ev_per_a": [[-0.619, 0.272, -2.399], [1.149, 0.729, -0.331], [0.821, -0.826, -0.065], [-0.531, -1.652, -1.196], [-0.825, -0.295, 0.829], [0.986, -1.927, 1.293], [0.427, 2.004, 0.963], [-0.220, -0.654, -0.121], [-1.641, 0.810, -0.032], [0.452, 1.540, 1.059]], "smiles": "O[C@H](S)CCl", "gap_ev": 9.98, "e_tot_ev": -27559.422}



# 2
{"formula": "C2H5ClOS", "method": "ωB97M-V/def2-TZVPD", "symbols": ["C", "C", "O", "S", "Cl", "H", "H", "H", "H", "H"], "xyz": [[-1.9556, 1.1930, 1.2406], [-1.8818, 0.0856, 0.5508], [-0.6669, -0.5640, 0.4597], [2.8514, -0.8725, -0.1343], [-3.0733, -0.6993, -0.4250], [1.7157, -0.1684, -0.3292], [-2.8872, 1.7009, 1.2553], [-0.9765, 1.5121, 1.5132], [-0.6717, -1.4252, 0.7608], [2.0453, -1.8105, -0.3957]], "forces_ev_per_a": [[-0.386, -0.370, -0.893], [1.224, -1.737, -0.355], [0.202, 3.368, -1.229], [0.520, 1.859, 0.268], [-0.456, 0.162, 0.277], [0.479, 0.613, 0.194], [-0.258, 0.806, 0.276], [0.118, 0.675, 0.926], [-0.443, -2.900, 0.996], [-1.001, -2.476, -0.461]], "smiles": "C=C(O)Cl.S", "gap_ev": 10.28, "e_tot_ev": -27558.784}



# 3
{"formula": "C2H5ClS", "method": "ωB97M-V/def2-TZVPD", "symbols": ["C", "C", "S", "Cl", "H", "H", "H", "H", "H"], "xyz": [[-1.2206, -0.4752, 0.1687], [0.7113, 0.0500, -0.5183], [1.0636, 1.7206, -0.0443], [1.8237, -1.1746, -0.0051], [-0.9767, -1.0836, 1.0245], [-1.6732, 0.4694, 0.4072], [-1.6442, -1.0095, -0.6571], [0.5405, 0.0283, -1.5900], [1.3757, 1.4745, 1.2143]], "forces_ev_per_a": [[3.888, 0.834, -0.947], [-4.105, -0.472, 1.012], [0.141, 0.188, -0.553], [0.252, -0.237, 0.057], [-0.054, -0.142, 0.142], [-0.123, 0.262, -0.033], [-0.249, -0.210, -0.281], [0.208, -0.071, 0.058], [0.042, -0.153, 0.546]], "gap_ev": 9.63, "e_tot_ev": -25510.797}



# 4
{"formula": "C2H5ClS", "method": "ωB97M-V/def2-TZVPD", "symbols": ["C", "C", "S", "Cl", "H", "H", "H", "H", "H"], "xyz": [[1.3279, -0.1803, -0.5560], [-1.2044, 0.2381, 0.7420], [0.4932, -0.5759, 1.0444], [-1.8842, -0.1740, -0.9229], [1.1283, 0.8241, -0.8845], [0.7877, -0.8324, -1.2383], [2.3862, -0.3975, -0.5426], [-1.2265, 1.3510, 0.8882], [-1.8083, -0.2532, 1.4696]], "forces_ev_per_a": [[-1.335, -0.180, 0.195], [-0.413, 1.726, -1.450], [2.481, -0.805, 1.097], [-0.461, 0.138, -0.228], [-0.148, 0.595, -0.084], [0.172, -0.153, -0.360], [-0.005, -0.153, 0.425], [0.161, -0.790, -0.053], [-0.452, -0.378, 0.457]], "s_squared": 2.01, "multiplicity": 3, "gap_ev": [5.43, 7.70], "e_tot_ev": -25507.856}



# 5
{"formula": "C2H5F2NS", "method": "ωB97M-V/def2-TZVPD", "symbols": ["C", "C", "N", "F", "F", "S", "H", "H", "H", "H", "H"], "xyz": [[0.0567, 0.6556, -0.6033], [-0.0945, -0.3434, 0.4707], [1.1151, -0.6146, 1.0220], [-0.9969, 0.1234, 1.4603], [-0.7284, -1.3916, -0.0080], [-1.5086, 1.2569, -1.4644], [0.3850, 1.5823, -0.2159], [0.7216, 0.2372, -1.4296], [1.2362, -1.6112, 1.2485], [1.7983, 0.0391, 0.8153], [-1.9844, 0.0664, -1.2956]], "forces_ev_per_a": [[-0.615, 0.942, -3.134], [-1.276, 1.971, 0.960], [-0.970, -2.829, 1.044], [0.301, 0.105, -0.369], [-0.570, -2.319, -0.592], [1.257, 0.131, 0.672], [1.098, 0.754, 0.504], [-0.672, 0.625, 1.355], [0.660, 1.211, -0.071], [1.862, 0.541, -0.172], [-1.076, -1.131, -0.196]], "smiles": "NC(F)(F)CS", "gap_ev": 10.10, "e_tot_ev": -19915.183}



# 6
{"formula": "C2H5FIP", "method": "ωB97M-V/def2-TZVPD", "symbols": ["C", "C", "F", "P", "I", "H", "H", "H", "H", "H"], "xyz": [[-1.2290, -0.0684, 0.7360], [1.0110, 1.2891, -0.7208], [0.0638, -1.5520, -0.9110], [0.0735, -1.2955, 0.7084], [2.7040, 0.5786, 0.1991], [-1.8598, 0.3430, 1.5430], [-1.4154, 0.2328, -0.2463], [0.6323, 0.7334, -1.5867], [0.6912, 2.2094, -0.4174], [-0.6717, -2.4703, 0.6956]], "forces_ev_per_a": [[0.338, -0.563, 1.132], [0.835, -2.619, -0.729], [0.760, 0.804, -0.317], [-0.867, -0.328, -0.234], [0.051, 0.438, -0.419], [0.812, -0.360, -0.378], [-0.714, 0.617, -1.311], [0.287, 0.456, 0.511], [-0.814, 2.168, 0.570], [-0.688, -0.612, 1.175]], "gap_ev": [7.94, 8.01], "e_tot_ev": -22257.942}



# 7
{"formula": "C2H5FIP", "method": "ωB97M-V/def2-TZVPD", "symbols": ["C", "C", "F", "P", "I", "H", "H", "H", "H", "H"], "xyz": [[0.2130, -1.0080, 0.4867], [0.9334, 0.2661, 0.4520], [-2.5617, -1.2638, -0.1876], [-1.6873, -0.0408, 0.4491], [3.0699, -0.1635, 0.0197], [0.2296, -1.7071, -0.4139], [0.0896, -1.4328, 1.4374], [0.4763, 0.8235, -0.4419], [0.9557, 0.7445, 1.4965], [-1.5820, 0.7340, -0.7003]], "forces_ev_per_a": [[-1.188, 0.053, -1.782], [-4.080, 2.285, 0.798], [-0.230, 0.221, -0.190], [1.614, -1.331, 0.770], [2.314, -0.980, -0.622], [0.008, 0.907, 1.215], [0.266, -1.135, 1.076], [1.475, 0.164, 1.480], [-0.182, -0.256, -2.058], [0.002, 0.072, -0.686]], "s_squared": 2.02, "multiplicity": 3, "gap_ev": [5.20, 5.09], "e_tot_ev": -22256.981}



# 8
{"formula": "C2H5FN2", "method": "ωB97M-V/def2-TZVPD", "symbols": ["C", "C", "H", "H", "H", "H", "H", "N", "N", "F"], "xyz": [[0.0432, -0.3508, -0.2113], [0.5948, 1.0363, -0.1983], [-1.4208, -1.6864, 0.9615], [-1.6099, -0.1772, 1.1030], [1.3075, -0.8412, -1.3216], [0.8890, 1.2377, 1.0300], [1.4466, 1.1142, -1.0029], [-1.0093, -0.7546, 0.6907], [0.5794, -1.1920, -0.8314], [-0.8205, 1.6141, -0.2196]], "forces_ev_per_a": [[-3.699, 2.391, 5.634], [-2.338, -0.352, 4.474], [1.992, 0.829, -1.644], [-2.248, 3.894, 1.445], [2.918, 0.923, -2.183], [-0.254, -0.096, -3.916], [-2.267, 0.983, 1.333], [1.932, -2.541, -0.999], [1.268, -7.504, -3.134], [2.696, 1.473, -1.009]], "smiles": "[H]/N=C(/N)CF", "gap_ev": 10.35, "e_tot_ev": -7849.677}



# 9
{"formula": "C2H5FN2O", "method": "ωB97M-V/def2-TZVPD", "symbols": ["C", "C", "N", "N", "O", "F", "H", "H", "H", "H", "H"], "xyz": [[0.4497, 0.1559, -0.4403], [-0.5418, -0.0958, 0.7402], [-1.9657, 1.6452, 0.3339], [-2.5442, 3.0619, 0.9256], [-1.2107, 1.0970, 1.1892], [-3.2963, 3.6297, -0.0510], [1.0749, 1.1008, -0.5377], [1.1705, -0.5233, -0.5989], [-0.1287, 0.2684, -1.4399], [0.1813, -0.4445, 1.4624], [-1.4255, -0.8065, 0.5371]], "forces_ev_per_a": [[-3.690, 4.030, -2.780], [0.120, -0.411, -1.994], [-2.755, 1.741, -3.540], [0.973, -1.071, 0.758], [1.773, 0.661, 3.325], [0.872, -1.335, 0.146], [-1.141, -0.570, 1.330], [2.122, -3.239, -0.068], [0.748, -0.508, 1.544], [-0.902, 0.057, 1.264], [1.880, 0.645, 0.015]], "s_squared": 2.01, "multiplicity": 3, "gap_ev": [9.37, 8.48], "e_tot_ev": -9891.876}



# 10
{"formula": "C2H5FO", "method": "ωB97M-V/def2-TZVPD", "symbols": ["C", "C", "O", "F", "H", "H", "H", "H", "H"], "xyz": [[0.9415, -0.4305, -0.0820], [-0.2704, 0.4707, 0.0674], [-1.2310, -0.5066, -0.0001], [-2.6306, 0.2517, -0.0596], [1.7905, 0.1282, 0.3856], [0.8327, -1.4072, 0.4491], [1.0173, -0.5855, -1.0728], [-0.2781, 1.1618, -0.6743], [-0.1720, 0.9175, 0.9868]], "forces_ev_per_a": [[0.628, 0.294, 3.548], [0.796, -2.729, 1.013], [-3.645, 1.115, -0.298], [2.572, -1.279, 0.175], [-0.416, -0.644, -0.715], [-0.012, 0.856, -0.310], [1.042, -0.826, -3.339], [-0.421, 1.979, -2.467], [-0.544, 1.235, 2.395]], "gap_ev": 10.84, "e_tot_ev": -6915.613}



# 11
{"formula": "C2H5FOS", "method": "ωB97M-V/def2-TZVPD", "symbols": ["C", "C", "O", "F", "S", "H", "H", "H", "H", "H"], "xyz": [[0.0089, -0.5772, -0.1458], [-0.4456, 0.8548, 0.1882], [-1.7749, 1.2034, 0.4482], [-3.1440, -0.9851, 0.8504], [-3.0637, 0.1458, -0.3656], [0.0098, -1.2922, 0.6531], [-0.6591, -0.8364, -0.9442], [0.9959, -0.4397, -0.5566], [-0.1278, 1.4770, -0.5528], [0.0014, 1.1391, 1.0780]], "forces_ev_per_a": [[-0.894, 1.574, -0.376], [0.042, -2.160, 0.845], [-4.332, -2.592, -1.626], [-0.029, 0.842, -1.171], [2.658, 1.340, 2.963], [-0.178, -0.214, 0.416], [-0.088, -0.932, -0.500], [0.449, -0.281, -0.094], [1.124, 1.679, -2.281], [1.250, 0.743, 1.824]], "smiles": "CCOSF", "gap_ev": 9.58, "e_tot_ev": -17752.932}



# 12
{"formula": "C2H5FSi", "method": "ωB97M-V/def2-TZVPD", "symbols": ["C", "C", "F", "Si", "H", "H", "H", "H", "H"], "xyz": [[-2.0435, -0.3021, 0.0968], [-1.0947, 0.5781, -0.1150], [-3.2748, -0.0051, 0.0411], [0.7365, 0.1220, -0.0331], [-1.9775, -1.5341, 0.7281], [-1.4196, 1.5559, -0.2524], [0.9722, -1.4338, -0.2577], [1.1464, 0.4126, 1.3265], [1.6758, 0.9911, -0.9354]], "forces_ev_per_a": [[-3.679, -12.332, 3.251], [7.892, 4.315, -1.387], [-3.369, 1.459, -0.511], [0.154, -0.430, -1.389], [0.279, 4.196, -1.454], [-0.194, 1.941, 0.132], [-0.347, 1.598, 0.079], [0.208, 0.013, 0.645], [-0.943, -0.759, 0.633]], "s_squared": 2.01, "multiplicity": 3, "gap_ev": [6.78, 9.32], "e_tot_ev": -12743.083}



Taking the records one at a time from the top gives molar mass values of 112.58 112.58 96.58 96.58 113.13 205.94 205.94 76.07 92.07 64.06 96.13 76.15 g mol⁻¹.